[1]
C5H7NO | wB97M-V/def2-TZVPD

Electronic energy, a.u.: -324.60631
LUMO level (alpha / beta), Eh: 0.02772 / 0.02772
M, g mol⁻¹: 97.12
SMILES: Cc1occc1N
HOMO (alpha / beta), eV: -7.596 / -7.597
Energy relative to the best compared isomer or geometry (same formula, charge and spin), kcal/mol: 74.14

Last column: Löwdin charge in e.
Positions of all 14 atoms, in Å:
C: -1.33 -1.11 0.15  -0.033
C: -0.41 -0.16 0.89  -0.267
C: 0.17 0.86 0.14  -0.309
N: -0.53 1.90 -0.44  0.120
C: 1.49 0.43 -0.21  0.005
C: 1.61 -0.81 0.34  -0.140
O: 0.62 -1.06 1.19  -0.052
H: -2.13 -0.63 -0.41  0.076
H: -0.59 -1.57 -0.56  0.095
H: -1.70 -1.93 0.78  0.077
H: 0.01 2.60 -0.92  0.093
H: -1.25 2.30 0.15  0.098
H: 2.16 0.89 -0.93  0.107
H: 1.86 -1.72 -0.17  0.131

---

[2]
C4H16BaO4 | wB97M-V/def2-TZVPD

Electronic energy, a.u.: -487.74568
LUMO level, Eh: -0.34780
M, g mol⁻¹: 265.50
HOMO, eV: -14.971
Net charge: +2
Energy relative to the best compared isomer or geometry (same formula, charge and spin), kcal/mol: 102.06

Last column: Löwdin charge in e.
Positions of all 25 atoms, in Å:
Ba: -1.36 0.38 -1.35  1.957
C: -6.46 -1.68 1.37  -0.182
O: -6.03 -0.62 0.59  -0.143
H: -7.11 -2.34 0.80  0.084
H: -5.56 -2.19 1.72  0.083
H: -7.11 -1.35 2.18  0.088
H: -6.82 -0.17 0.27  0.082
C: 2.54 1.25 -6.04  -0.142
O: 1.55 0.25 -5.75  -0.162
H: 2.12 1.73 -6.92  0.083
H: 2.68 1.98 -5.24  0.075
H: 3.50 0.80 -6.29  0.084
H: 1.41 -0.21 -6.59  0.074
C: 0.25 -0.99 5.12  -0.155
O: -0.49 -0.38 4.06  -0.144
H: 1.21 -0.54 5.38  0.078
H: -0.31 -1.04 6.05  0.083
H: 0.47 -2.03 4.88  0.078
H: -1.07 0.29 4.45  0.068
C: 4.62 0.84 0.22  -0.155
O: 3.45 1.63 0.19  -0.152
H: 4.40 -0.22 0.08  0.077
H: 5.26 1.08 -0.63  0.080
H: 5.19 0.99 1.14  0.087
H: 3.69 2.55 0.33  0.076

---

[3]
C9H21CsN3O3 | wB97M-V/def2-TZVPD

Electronic energy, a.u.: -765.55735
LUMO level, Eh: -0.09020
M, g mol⁻¹: 352.19
HOMO, eV: -12.254
Net charge: +1
Energy relative to the best compared isomer or geometry (same formula, charge and spin), kcal/mol: 4.39

Last column: Löwdin charge in e.
Positions of all 37 atoms, in Å:
Cs: 1.67 -1.38 -0.80  1.133
C: -0.71 -0.01 3.77  0.019
C: 0.15 -0.12 2.54  -0.555
O: -0.38 -0.41 1.46  -0.069
N: 1.45 0.23 2.56  0.009
C: 2.19 0.94 3.60  -0.049
H: -1.33 -0.90 3.83  0.094
H: -1.43 0.80 3.64  0.096
H: -0.15 0.14 4.69  0.069
H: 1.80 0.31 1.60  0.049
H: 3.25 0.75 3.45  0.087
H: 1.91 0.56 4.58  0.079
H: 2.03 2.02 3.54  0.089
C: 1.85 3.52 -1.41  0.023
C: 1.31 2.66 -0.30  -0.521
O: 1.74 1.51 -0.13  -0.156
N: 0.24 3.06 0.40  0.037
C: -0.35 4.40 0.38  -0.053
H: 1.54 4.56 -1.30  0.072
H: 1.47 3.14 -2.36  0.100
H: 2.93 3.54 -1.38  0.094
H: -0.20 2.29 0.89  0.136
H: -1.11 4.47 1.16  0.090
H: -0.75 4.63 -0.60  0.090
H: 0.43 5.10 0.66  0.091
C: -0.65 -5.13 -1.92  0.012
C: -1.17 -3.78 -2.32  -0.546
O: -0.70 -2.75 -1.83  -0.152
N: -2.11 -3.76 -3.28  0.019
C: -2.60 -2.56 -3.92  -0.048
H: 0.40 -5.17 -2.19  0.090
H: -1.19 -5.95 -2.40  0.081
H: -0.76 -5.32 -0.85  0.091
H: -2.53 -4.65 -3.52  0.139
H: -2.54 -2.66 -5.01  0.088
H: -2.08 -1.68 -3.56  0.081
H: -3.65 -2.40 -3.68  0.091

---

[4]
C63H54BClN3O17P | wB97M-V/def2-TZVPD

Electronic energy, a.u.: -4702.63462
LUMO level, Eh: -0.06715
M, g mol⁻¹: 1202.37
SMILES: CCCCc1nc2cc(P(C)CC)cc(B(N)O)c2nc1Cl.O=C1C=CC(=O)C=C1.O=C1C=CC(=O)C=C1.O=C1C=CC(=O)C=C1.O=C1C=CC(=O)C=C1.O=C1C=CC(=O)C=C1.O=C1C=CC(=O)C=C1.O=C1C=CC(=O)C=C1.O=C1C=CC(=O)C=C1
HOMO, eV: -8.064
Energy relative to the best compared isomer or geometry (same formula, charge and spin), kcal/mol: 0.00

Last column: Löwdin charge in e.
Positions of all 140 atoms, in Å:
C: 3.08 -3.11 4.29  -0.099
C: 2.93 -1.60 3.91  -0.247
C: 3.15 -0.68 5.13  -0.225
C: 3.12 0.84 4.82  -0.147
C: 1.97 1.13 3.85  -0.284
N: 0.78 0.79 4.26  0.199
C: -0.23 1.02 3.36  -0.188
C: -1.55 0.66 3.72  -0.030
C: -2.62 0.85 2.87  -0.362
P: -4.30 0.35 3.45  0.943
C: -4.65 1.48 4.88  -0.296
C: -4.07 -1.35 4.18  -0.420
C: -3.75 -1.38 5.72  -0.169
C: -2.35 1.41 1.58  -0.045
C: -1.08 1.75 1.22  -0.047
B: -0.87 2.38 -0.23  -0.555
N: -0.05 1.79 -1.28  0.170
O: -1.53 3.57 -0.49  0.129
C: 0.03 1.58 2.11  -0.172
N: 1.26 1.99 1.66  0.141
C: 2.16 1.74 2.56  -0.590
Cl: 3.82 2.21 2.11  0.671
H: 3.57 -3.64 3.46  0.065
H: 3.58 -3.25 5.26  0.063
H: 2.07 -3.54 4.36  0.067
H: 3.73 -1.40 3.18  0.107
H: 1.93 -1.50 3.46  0.096
H: 4.13 -0.96 5.55  0.100
H: 2.41 -0.98 5.88  0.102
H: 4.08 1.23 4.47  0.070
H: 2.82 1.34 5.75  0.113
H: -1.71 0.24 4.72  0.103
H: -5.31 1.04 5.64  0.045
H: -3.69 1.66 5.40  0.033
H: -5.02 2.45 4.54  0.017
H: -3.23 -1.88 3.69  0.073
H: -4.97 -1.95 4.02  0.032
H: -4.65 -1.57 6.32  0.067
H: -3.24 -0.49 6.09  0.041
H: -3.08 -2.24 5.92  0.065
H: -3.20 1.55 0.92  0.112
H: 0.54 1.03 -0.94  0.081
H: -0.60 1.43 -2.06  0.068
H: -1.52 3.70 -1.46  0.086
C: 5.19 -2.10 9.58  0.023
C: 6.11 -1.64 10.42  0.022
C: 6.45 -0.19 10.49  -0.387
O: 7.29 0.23 11.25  0.110
C: 5.72 0.72 9.57  0.024
C: 4.80 0.26 8.73  0.026
C: 4.46 -1.18 8.67  -0.373
O: 3.62 -1.60 7.90  0.091
H: 4.93 -3.15 9.52  0.122
H: 6.65 -2.29 11.10  0.123
H: 5.97 1.77 9.63  0.123
H: 4.25 0.91 8.05  0.116
C: -0.09 1.47 -6.58  0.033
C: 0.98 0.86 -7.07  0.033
C: 2.11 0.47 -6.19  -0.362
O: 3.09 -0.09 -6.63  0.081
C: 2.00 0.80 -4.75  0.037
C: 0.93 1.42 -4.26  0.027
C: -0.20 1.80 -5.14  -0.357
O: -1.18 2.37 -4.69  0.087
H: -0.93 1.76 -7.20  0.125
H: 1.08 0.60 -8.11  0.126
H: 2.84 0.52 -4.12  0.125
H: 0.83 1.68 -3.21  0.079
C: -4.79 -6.46 3.47  0.023
C: -5.01 -5.15 3.40  0.023
C: -5.81 -4.56 2.30  -0.379
O: -6.01 -3.37 2.24  0.101
C: -6.36 -5.49 1.28  0.022
C: -6.14 -6.80 1.35  0.021
C: -5.34 -7.39 2.45  -0.388
O: -5.14 -8.59 2.52  0.108
H: -4.21 -6.91 4.27  0.123
H: -4.62 -4.46 4.14  0.112
H: -6.94 -5.04 0.49  0.123
H: -6.53 -7.49 0.61  0.122
C: -4.41 6.59 3.06  0.024
C: -4.25 5.70 4.04  0.019
C: -5.07 5.76 5.28  -0.389
O: -4.92 4.95 6.16  0.098
C: -6.06 6.86 5.39  0.020
C: -6.21 7.75 4.42  0.021
C: -5.40 7.69 3.18  -0.386
O: -5.54 8.50 2.29  0.109
H: -3.82 6.56 2.15  0.121
H: -3.54 4.89 3.97  0.119
H: -6.64 6.89 6.30  0.121
H: -6.92 8.56 4.48  0.122
C: 4.97 -4.91 -8.42  0.007
C: 6.24 -4.57 -8.17  0.019
C: 6.58 -3.28 -7.53  -0.379
O: 7.74 -2.98 -7.31  0.103
C: 5.46 -2.38 -7.16  0.026
C: 4.20 -2.71 -7.40  0.018
C: 3.85 -4.00 -8.05  -0.376
O: 2.70 -4.31 -8.26  0.102
H: 4.70 -5.84 -8.89  0.108
H: 7.07 -5.22 -8.44  0.104
H: 5.73 -1.44 -6.69  0.120
H: 3.37 -2.07 -7.14  0.086
C: 7.89 -9.11 -8.71  0.025
C: 8.12 -10.04 -7.78  0.024
C: 7.36 -10.05 -6.51  -0.385
O: 7.57 -10.90 -5.66  0.112
C: 6.34 -9.00 -6.30  0.029
C: 6.11 -8.07 -7.23  0.027
C: 6.87 -8.06 -8.51  -0.366
O: 6.66 -7.21 -9.36  0.081
H: 8.43 -9.08 -9.64  0.123
H: 8.86 -10.81 -7.91  0.123
H: 5.80 -9.03 -5.37  0.124
H: 5.37 -7.30 -7.10  0.109
C: -6.38 3.65 -6.33  0.017
C: -6.99 3.42 -5.17  0.019
C: -6.26 2.83 -4.02  -0.389
O: -6.81 2.62 -2.96  0.105
C: -4.83 2.51 -4.22  0.026
C: -4.22 2.74 -5.38  0.024
C: -4.95 3.33 -6.52  -0.382
O: -4.39 3.54 -7.58  0.101
H: -6.90 4.08 -7.18  0.120
H: -8.04 3.65 -5.01  0.121
H: -4.31 2.08 -3.37  0.120
H: -3.17 2.51 -5.54  0.085
C: -1.30 8.78 -3.05  0.023
C: -1.28 7.60 -3.68  0.023
C: -0.96 6.35 -2.95  -0.373
O: -0.93 5.28 -3.52  0.099
C: -0.67 6.45 -1.50  0.025
C: -0.70 7.62 -0.87  0.031
C: -1.02 8.88 -1.59  -0.385
O: -1.04 9.95 -1.02  0.110
H: -1.53 9.70 -3.56  0.122
H: -1.48 7.51 -4.74  0.122
H: -0.44 5.53 -0.99  0.104
H: -0.50 7.72 0.19  0.124

---

[5]
C5H11NOS | wB97M-V/def2-TZVPD

Electronic energy, a.u.: -725.25004
LUMO level, Eh: 0.02762
M, g mol⁻¹: 133.22
SMILES: CCN[C@H](C=O)CS
HOMO, eV: -9.393
Energy relative to the best compared isomer or geometry (same formula, charge and spin), kcal/mol: 46.97

Last column: Löwdin charge in e.
Positions of all 19 atoms, in Å:
C: 0.63 1.88 0.79  -0.311
N: -0.34 0.83 1.01  -0.045
C: -0.84 0.09 -0.19  -0.368
C: 0.21 -0.30 -1.22  -0.507
S: 1.53 -1.40 -0.61  0.734
C: -1.54 -1.12 0.40  -0.247
O: -1.71 -2.18 -0.14  0.063
C: 0.02 3.26 0.63  -0.099
H: 1.33 1.93 1.64  0.119
H: 1.33 1.72 -0.05  0.093
H: 0.13 0.06 1.49  0.081
H: -1.58 0.78 -0.64  0.153
H: -0.21 -0.52 -2.21  0.092
H: 0.78 0.59 -1.52  0.048
H: 1.15 -2.62 -0.97  -0.152
H: -1.66 -1.08 1.51  0.134
H: -0.74 3.30 1.42  0.078
H: -0.59 3.46 -0.25  0.065
H: 0.78 4.03 0.74  0.069

---

[6]
C24H35HfN2S | wB97M-V/def2-TZVPD

Electronic energy, a.u.: -1490.75877
LUMO level, Eh: -0.12679
M, g mol⁻¹: 562.12
HOMO, eV: -8.633
Net charge: +1

Last column: Löwdin charge in e.
Positions of all 63 atoms, in Å:
C: 0.47 1.30 2.25  -0.341
C: -0.87 1.40 1.77  -0.273
C: -0.87 2.19 0.57  -0.281
C: 0.47 2.64 0.34  -0.309
C: 1.32 2.07 1.37  -0.347
Hf: 0.61 0.26 0.08  1.232
C: 0.36 -0.01 -3.10  -0.375
C: 1.43 -0.26 -2.11  -0.326
H: 2.05 -1.16 -2.19  0.102
C: 2.17 0.79 -1.49  -0.262
H: 2.19 1.87 -1.79  0.053
H: 3.16 0.65 -0.91  0.078
C: 0.20 -1.04 -4.21  -0.067
H: 0.16 -2.05 -3.82  0.066
H: -0.71 -0.88 -4.78  0.077
H: 0.97 -1.11 -4.99  0.103
C: 0.03 1.42 -3.48  -0.061
H: -0.24 1.98 -2.59  0.049
H: 0.78 2.03 -3.99  0.102
H: -0.84 1.45 -4.12  0.078
C: -2.07 0.93 2.52  -0.027
H: -1.91 -0.07 2.95  0.080
H: -2.31 1.61 3.34  0.105
H: -2.95 0.87 1.87  0.070
C: -2.08 2.61 -0.19  -0.010
H: -2.79 1.78 -0.31  0.066
H: -2.59 3.44 0.34  0.107
H: -1.82 2.98 -1.19  0.080
C: 0.87 3.77 -0.55  -0.032
H: 0.17 3.87 -1.39  0.074
H: 0.84 4.72 0.02  0.106
H: 1.88 3.65 -0.94  0.072
C: 2.73 2.45 1.64  -0.031
H: 3.25 2.72 0.72  0.081
H: 2.76 3.32 2.31  0.102
H: 3.28 1.63 2.13  0.076
C: 0.88 0.74 3.58  -0.059
H: 1.91 0.39 3.57  0.058
H: 0.78 1.51 4.36  0.103
H: 0.23 -0.10 3.87  0.067
C: -1.25 -0.42 -0.45  -0.240
C: -1.33 -0.23 -1.96  -0.211
C: -2.53 -1.00 0.05  -0.115
C: -2.66 -0.21 -2.44  -0.108
H: -0.99 -1.66 -2.36  0.259
C: -3.79 -0.76 -0.40  -0.106
H: -2.74 -1.55 1.06  0.127
C: -3.83 -0.29 -1.70  -0.099
H: -2.66 0.09 -3.60  0.149
H: -4.75 -0.93 -0.05  0.099
H: -4.71 0.06 -2.17  0.100
S: 2.16 -1.27 1.15  0.743
C: 1.62 -2.88 1.50  -0.725
N: 1.10 -3.29 2.65  0.033
C: 1.03 -4.72 2.78  -0.118
C: 1.53 -5.19 1.42  -0.121
N: 1.82 -3.95 0.78  0.027
H: 0.91 -2.61 3.44  0.184
H: 0.00 -5.04 2.97  0.128
H: 1.67 -5.07 3.60  0.131
H: 0.76 -5.75 0.88  0.130
H: 2.42 -5.82 1.52  0.132
H: 2.29 -3.88 -0.20  0.214

---

[7]
C5H10S | wB97M-V/def2-TZVPD

Electronic energy, a.u.: -594.52353
LUMO level, Eh: 0.01601
M, g mol⁻¹: 102.20
HOMO, eV: -8.395
Energy relative to the best compared isomer or geometry (same formula, charge and spin), kcal/mol: 107.65

Last column: Löwdin charge in e.
Positions of all 16 atoms, in Å:
C: -3.21 1.14 -0.91  -0.136
C: -3.46 -0.09 -1.15  -0.145
C: 0.78 0.71 0.41  -0.531
C: 1.23 0.35 1.80  -0.259
C: 2.90 -1.16 -0.56  -0.344
S: 1.51 0.04 -0.86  0.832
H: -2.26 1.28 -0.21  0.070
H: -3.96 2.02 -1.16  0.089
H: -4.35 -0.31 -1.70  0.035
H: -2.78 -0.88 -0.68  0.071
H: 0.76 1.08 2.66  0.113
H: 2.32 0.39 1.90  0.053
H: 1.07 -0.69 2.08  0.058
H: 2.66 -1.69 0.38  0.036
H: 3.79 -0.50 -0.50  0.041
H: 3.01 -1.69 -1.50  0.015

---

[8]
C11H15N | wB97M-V/def2-TZVPD

Electronic energy, a.u.: -482.85610
LUMO level, Eh: 0.03555
M, g mol⁻¹: 161.25
SMILES: Cc1c[nH]c2ccccc12.CC
HOMO, eV: -7.719
Energy relative to the best compared isomer or geometry (same formula, charge and spin), kcal/mol: 37.07

Last column: Löwdin charge in e.
Positions of all 27 atoms, in Å:
C: 2.17 1.17 -2.20  -0.202
C: 3.02 1.35 -3.46  -0.180
H: 2.52 1.89 -1.47  0.063
H: 1.16 1.38 -2.38  0.024
H: 2.30 0.12 -1.85  0.067
H: 2.63 0.66 -4.26  0.075
H: 4.10 1.09 -3.18  0.078
H: 2.97 2.47 -3.61  0.075
C: 0.33 -2.40 -0.10  -0.088
C: -0.84 -0.52 1.01  -0.141
C: -0.36 -1.88 1.08  -0.235
C: -1.58 -0.29 2.26  -0.149
C: -0.85 -2.51 2.26  -0.006
C: -0.76 0.54 0.09  -0.013
C: -1.61 1.71 0.29  -0.068
C: -2.36 1.88 1.50  -0.112
C: -2.31 0.90 2.48  -0.055
N: -1.54 -1.52 2.95  0.052
H: -0.34 0.46 -0.94  0.089
H: -1.69 2.38 -0.53  0.070
H: -3.01 2.74 1.80  0.111
H: -0.29 -2.54 -1.00  0.081
H: 0.72 -3.42 -0.02  0.066
H: -0.75 -3.48 2.68  0.103
H: -1.83 -1.51 3.85  0.102
H: -3.00 1.10 3.29  0.095
H: 1.19 -1.75 -0.53  0.096